{"formula": "C37H40AgN7O2SSi", "method": "ωB97M-V with the def2-TZVPD basis set", "spin_multiplicity": 1, "total_energy_ev": -76256.2922, "homo_energy_ev": -6.07, "lumo_ha": -0.035, "elements": ["H", "H", "H", "H", "H", "C", "N", "H", "H", "H", "C", "C", "C", "H", "C", "C", "H", "S", "H", "C", "H", "N", "H", "C", "C", "C", "H", "C", "C", "C", "H", "C", "H", "H", "C", "H", "C", "H", "C", "N", "H", "C", "Ag", "H", "Si", "C", "C", "O", "O", "C", "H", "H", "H", "H", "H", "C", "C", "H", "N", "H", "N", "C", "C", "H", "C", "H", "H", "H", "H", "C", "C", "H", "N", "C", "C", "H", "H", "H", "C", "H", "C", "N", "C", "H", "C", "C", "C", "C", "H"], "coordinates": [[1.360897, -3.138796, 1.474228], [-6.388203, -0.191996, 0.902228], [-4.189403, -1.169496, -2.621372], [5.815597, 0.040904, -2.062372], [0.214997, -4.611796, 3.231028], [-1.297903, -4.380196, -0.796972], [-0.209303, 0.295604, -2.154072], [5.760297, 0.217404, 2.236628], [-5.926703, 3.909504, -1.274672], [3.800397, -0.233796, 2.210628], [-0.333203, -4.079096, 2.456328], [1.927997, 0.158204, -1.067072], [1.361497, 4.576704, 1.492428], [-2.295403, -4.037396, -1.063072], [-3.463903, 1.773204, -0.288772], [1.652597, -0.141196, -3.548872], [-0.918403, 0.372004, -5.425672], [-0.486003, -2.902996, -0.013472], [-2.724803, -1.811196, -1.922472], [2.134697, 4.708404, 0.351128], [-0.384703, 3.656804, 2.354128], [-3.200403, 0.480804, 0.006128], [-1.956503, -0.513896, 3.329228], [1.108297, 0.100504, 2.432428], [4.054297, 0.083404, 0.084328], [-2.640703, 4.068504, -0.532872], [1.637097, 5.097904, 2.397228], [1.929497, 0.048404, 1.226028], [1.771097, 4.052304, -0.813472], [6.253297, 0.160404, 1.280728], [-2.010603, 0.440804, -3.119872], [-6.116603, -0.801996, 0.046028], [0.934397, -4.718996, 0.798128], [-2.619303, -1.843396, 1.587528], [1.577797, 0.650904, 3.628928], [-1.371803, -5.165996, -0.051872], [7.661597, 0.114704, -1.016072], [0.434997, -5.248396, -1.733572], [0.230697, 3.780304, 1.474728], [8.336897, 0.153104, 0.119228], [-4.054903, 5.524804, -1.224772], [3.318097, 0.207804, -1.101272], [-1.039303, -0.248196, 0.101628], [2.382197, 4.150304, -1.699372], [-4.210203, -0.889496, -0.116172], [-0.926303, -0.195996, 3.420328], [0.628897, 3.275104, -0.847372], [0.466997, -2.430096, -1.027372], [-1.226003, 2.293204, 0.326628], [6.280097, 0.080304, -1.090972], [-1.833603, 4.786604, -0.454372], [-4.210903, -2.746896, -1.859172], [-1.089703, -5.568096, -2.570872], [8.211997, 0.191304, 2.153328], [3.017997, 5.328304, 0.367628], [-0.359903, 0.229804, -4.511072], [-3.656203, -2.041496, 1.316628], [8.264197, 0.110404, -1.913872], [0.837497, 0.717604, 4.717128], [-4.268403, -1.885496, 2.199428], [0.930697, -0.044496, -4.647372], [-4.936003, 3.581304, -0.993572], [-4.725503, 2.257504, -0.671972], [-1.202503, -4.677296, 2.190828], [1.112097, 0.112804, -2.282972], [-3.735203, -3.089096, 1.042628], [2.578997, 1.053104, 3.711028], [0.320597, 2.774904, -1.752372], [2.683897, -0.434896, -3.691472], [-0.944903, 0.317604, -3.253472], [5.525897, 0.102204, 0.087228], [-5.546703, 1.563704, -0.702472], [-0.163903, -0.339996, 2.337928], [0.534097, -3.810696, 1.243328], [-0.525003, -4.822996, -2.016472], [-6.541203, -1.790196, 0.200328], [-6.599003, -0.380696, -0.830672], [3.818497, 0.342704, -2.045372], [-0.139903, 3.131704, 0.302328], [-0.344203, -3.966796, -2.662572], [-3.895003, 4.492204, -0.953072], [1.257197, 0.140404, 0.081528], [-2.433203, 2.747604, -0.194572], [-0.690003, -3.139896, 2.872628], [-0.423503, 0.303304, 4.609028], [7.635597, 0.168004, 1.238928], [-3.802903, -1.745096, -1.786572], [3.319197, -0.048996, 1.264628], [-1.025703, 0.362104, 5.503728]], "forces_ev_per_angstrom": [[-0.026, 0.099, -0.088], [-0.069, 0.146, 0.187], [-0.158, 0.187, -0.172], [-0.049, -0.046, -0.086], [0.050, -0.037, 0.020], [-0.066, 0.391, 0.253], [0.625, -0.073, -0.348], [-0.025, -0.021, 0.109], [-0.087, 0.020, -0.068], [0.075, 0.049, 0.073], [0.027, -0.020, 0.069], [0.376, -0.121, 0.668], [0.089, -0.004, -0.013], [-0.093, -0.049, 0.033], [0.336, 0.010, 0.041], [0.040, 0.134, 0.562], [-0.182, -0.078, 0.026], [0.014, -1.639, 0.739], [0.221, 0.001, 0.040], [0.153, 0.108, 0.054], [-0.078, -0.009, 0.066], [-0.221, -0.647, 0.235], [-0.073, 0.000, 0.004], [-0.927, -0.073, 0.780], [-0.914, 0.043, -0.139], [0.155, -0.025, 0.058], [0.034, 0.027, 0.087], [0.486, 0.088, -0.891], [0.044, 0.036, -0.003], [-0.207, -0.011, -0.288], [-0.122, 0.045, 0.011], [0.638, 0.171, -0.135], [0.020, -0.027, -0.172], [0.000, 0.003, -0.022], [0.131, -0.200, -0.363], [-0.123, -0.047, 0.181], [-0.098, 0.008, -0.208], [0.113, -0.023, -0.081], [-0.230, -0.204, -0.117], [0.447, -0.040, 0.013], [0.005, 0.083, 0.009], [0.035, -0.051, 0.342], [-1.171, 0.390, -0.080], [0.015, 0.023, -0.091], [0.382, -0.452, 0.056], [0.020, -0.228, -0.239], [-0.262, -0.112, 0.062], [0.953, 0.479, -1.032], [0.146, 0.233, 0.005], [-0.218, -0.001, 0.261], [0.030, -0.043, 0.002], [-0.182, -0.306, -0.048], [-0.076, -0.098, 0.005], [-0.010, 0.038, 0.143], [0.102, 0.057, 0.002], [0.105, -0.112, 0.037], [-0.098, 0.296, -0.476], [-0.042, -0.014, -0.159], [-0.383, 0.079, 0.244], [-0.200, 0.074, 0.181], [-0.168, 0.032, -0.420], [-0.004, 0.289, -0.077], [0.178, 0.061, -0.021], [-0.103, -0.070, 0.039], [-0.622, -0.029, -0.963], [-0.046, -0.326, -0.030], [0.090, -0.002, -0.120], [-0.066, -0.034, -0.057], [0.088, 0.040, 0.112], [0.050, 0.223, -0.009], [0.814, 0.018, 0.033], [-0.163, -0.121, -0.044], [0.801, 0.418, 0.705], [-0.574, 0.321, -0.238], [0.105, 0.128, 0.010], [0.060, -0.252, 0.040], [-0.058, 0.100, -0.173], [0.028, 0.005, -0.047], [0.147, 0.107, 0.111], [0.080, -0.062, -0.081], [-0.184, 0.132, -0.052], [0.676, -0.079, 0.139], [-0.338, 0.232, -0.056], [-0.068, 0.051, 0.089], [0.324, 0.052, 0.104], [-0.116, 0.029, 0.226], [-0.146, 0.168, 0.613], [-0.104, 0.058, -0.174], [-0.159, 0.009, 0.002]], "mulliken_charge": [0.2309, 0.3931, 0.3799, 0.3799, 0.4249, -0.3784, 1.1626, 0.3542, 0.4017, 0.7001, -0.9346, -0.0834, -0.7610, 0.0965, 0.1207, -0.6172, 0.4565, 0.8754, -0.0621, -0.6287, 0.5559, 1.0346, 0.3992, -0.3545, 0.9464, -0.7353, 0.4327, -0.6568, -0.8381, -0.5430, 0.3438, -1.4194, 0.4859, -0.3857, -0.7602, 0.4586, -0.4540, 0.2779, 0.0433, -0.6292, 0.3849, -1.3665, 1.8189, 0.4612, 0.0700, -0.6447, 0.1446, -0.8253, -0.2633, -0.4587, 0.4687, 0.4095, 0.4342, 0.3783, 0.4135, -0.7609, -0.5011, 0.3857, -0.6409, 0.4807, -0.6420, -0.8874, -0.5133, 0.2899, -0.4478, 0.3421, 0.6115, 0.6253, 0.5945, -0.6959, 0.9508, 0.2618, 0.8525, -0.7956, -1.1996, 0.3881, 0.3806, 0.5403, -0.5462, 0.2608, -0.8877, 1.5370, 0.1279, 0.1149, -0.5817, -0.4068, -0.8253, -0.9819, 0.4316]}